P | A 7-piece molecular cluster, H14O6S2 overall, computed with the ωB97M-V functional and the def2-TZVPD basis.

LUMO level (eV): 0.4
SMILES string: SS.O.O.O.O.O.O
HOMO (eV): -9.428
Kohn-Sham gap (Ha): 0.36177

Geometry as ORCA input:
```
! wB97M-V def2-TZVPD RIJCOSX def2/J DEFGRID3
* xyz 0 1
S 3.8389 0.2351 0.5874
S 4.1227 -1.6025 1.4702
O 1.3027 0.0435 -1.2210
O 0.6286 -0.0164 1.4872
O -1.8691 -1.5907 -1.5243
O -1.9869 -0.5667 1.0265
O -1.7453 2.3476 0.3887
O -1.0394 0.9676 -2.1558
H 1.8914 -0.6193 -1.5859
H 1.1276 -0.1519 -0.2836
H -1.2874 1.6634 -1.5335
H 2.8441 -1.7665 1.8455
H -2.4303 -1.2503 1.5280
H 0.7266 0.9136 1.7177
H -0.1855 0.6162 -1.8199
H -1.8328 -0.8888 0.1099
H -1.8390 -0.8069 -2.1147
H -0.3144 -0.2451 1.5208
H 4.2378 0.9212 1.6990
H -1.6700 -2.3903 -2.0110
H -1.9275 1.4015 0.4492
H -2.5928 2.7858 0.4196
*
```

---

Q | A 7-piece molecular cluster, H14O6S2 overall, computed with the ωB97M-V functional and the def2-TZVPD basis.

LUMO level (eV): 0.0
SMILES string: SS.O.O.O.O.O.O
HOMO (eV): -7.903
Kohn-Sham gap (Ha): 0.29066

Geometry as ORCA input:
```
! wB97M-V def2-TZVPD RIJCOSX def2/J DEFGRID3
* xyz 0 1
S 3.2298 0.1657 0.8389
S 2.8265 1.4694 2.3260
O -0.9795 -0.5597 -4.2073
O -1.4562 1.7365 1.8982
O 0.6272 -2.6363 -2.1169
O -2.3580 -1.1466 1.9245
O -0.1625 -2.2137 0.6511
O 0.7332 2.9464 0.2058
H -0.2111 -0.0231 -4.4017
H -1.3048 1.9799 2.8192
H 1.5857 -2.6396 -2.0650
H 0.3197 -1.8346 -2.5486
H -2.4507 -0.6894 2.7585
H 0.3992 2.5473 -0.6147
H -2.4098 1.6175 1.8569
H -0.1742 2.9470 0.5652
H 2.1869 2.3415 1.5262
H 4.3289 -0.5105 1.2015
H 0.3785 -2.5816 -0.0527
H -2.3982 -0.3911 1.3294
H -1.0112 -2.5611 0.5336
H -1.6992 0.0362 -4.4281
*
```

---

It is P that is the most stable of them.